Entry 1:
{
  "formula": "C24H24O5S",
  "method": "ωB97M-V/def2-TZVPD",
  "lumo_energy_ev": -2.72,
  "relative_energy_ev": 1.406,
  "homo_energy_ev": -6.30,
  "species": ["C", "C", "O", "C", "C", "S", "C", "C", "C", "C", "C", "C", "O", "O", "O", "H", "H", "H", "H", "H", "H", "H", "H", "H", "H", "H", "C", "O", "C", "C", "C", "C", "C", "C", "C", "C", "C", "C", "C", "C", "C", "H", "H", "H", "H", "H", "H", "H", "H", "H", "H", "H", "H", "H"],
  "positions_angstrom": [[0.91182, 4.63984, -2.18736], [-0.20490, 3.63506, -2.34523], [0.29061, 2.36675, -1.87759], [-0.65303, 1.36272, -1.92763], [0.03923, 0.12334, -1.65743], [-0.48504, -1.47048, -1.92589], [0.75995, -2.28980, -2.96782], [0.67447, -2.26353, -4.36925], [1.56915, -3.01539, -5.14217], [2.60212, -3.73860, -4.53898], [2.72428, -3.71084, -3.14621], [1.82640, -2.97001, -2.36757], [-0.38238, -2.16744, -0.65994], [-1.68712, -1.51081, -2.72662], [-1.85122, 1.55724, -2.09588], [0.56503, 5.60644, -2.55022], [1.22488, 4.73608, -1.14403], [1.77503, 4.34804, -2.79296], [-1.09400, 3.93288, -1.75500], [-0.46713, 3.52841, -3.41203], [0.96618, 0.18196, -1.11087], [-0.08191, -1.64480, -4.85332], [1.45076, -3.03772, -6.23097], [3.30115, -4.31901, -5.14554], [3.51847, -4.27373, -2.65152], [1.95743, -2.90627, -1.28661], [0.70333, -4.10920, 4.87475], [-0.55909, -3.99692, 4.16875], [-0.90972, -2.77587, 3.67890], [-2.06597, -2.70793, 2.85545], [-2.39075, -1.53934, 2.21676], [-1.59152, -0.35706, 2.33609], [-1.95681, 0.79061, 1.59491], [-1.24437, 2.01712, 1.50066], [-1.94610, 3.24240, 1.28679], [-1.27947, 4.45344, 1.27413], [0.12953, 4.47643, 1.38833], [0.84294, 3.27158, 1.49256], [0.17236, 2.06602, 1.58569], [-0.48437, -0.41996, 3.23482], [-0.15314, -1.59075, 3.90474], [0.78351, -5.16282, 5.14791], [1.54292, -3.82183, 4.22835], [0.70415, -3.48456, 5.77866], [-2.65809, -3.61125, 2.72125], [-3.26857, -1.48757, 1.57418], [-2.92267, 0.75391, 1.09526], [-3.03130, 3.18984, 1.16591], [-1.83735, 5.39139, 1.17779], [0.66007, 5.43868, 1.37528], [1.94096, 3.28159, 1.50596], [0.74092, 1.13979, 1.67589], [0.13303, 0.45399, 3.43403], [0.69533, -1.60207, 4.59485]],
  "mulliken_charge": [-1.13, -0.17, -0.25, 0.58, -0.65, 1.19, 0.08, -0.30, -0.56, -0.37, -0.55, -0.15, -0.64, -0.73, -0.70, 0.39, 0.16, 0.32, 0.22, 0.38, 0.30, 0.36, 0.34, 0.35, 0.34, 0.33, -0.81, -0.42, 0.98, -0.68, -0.65, 0.96, -0.80, 0.87, -0.44, -0.67, -0.38, -0.84, -0.19, -0.49, -0.66, 0.24, 0.36, 0.33, 0.42, 0.37, 0.31, 0.36, 0.38, 0.39, 0.32, 0.54, 0.67, 0.36]
}

***

Entry 2:
{
  "formula": "C17H30N",
  "method": "ωB97M-V/def2-TZVPD",
  "lumo_energy_ev": -2.94,
  "relative_energy_ev": 18.181,
  "charge": 1,
  "homo_energy_ev": -12.25,
  "species": ["C", "C", "C", "C", "C", "C", "H", "H", "C", "C", "H", "H", "N", "C", "H", "H", "H", "C", "H", "H", "H", "C", "C", "C", "C", "C", "C", "C", "H", "H", "H", "H", "H", "H", "H", "H", "H", "H", "H", "H", "H", "H", "H", "H", "H", "H", "H", "H"],
  "positions_angstrom": [[2.98337, -2.76714, -3.29026], [2.85705, -3.54558, -1.98935], [1.48870, -4.20571, -1.57510], [0.39462, -3.28000, -1.40101], [0.49399, -2.52880, -0.25798], [1.26375, -1.11016, -0.44904], [2.30054, -1.15718, -1.06430], [0.41460, -0.63741, -0.97121], [1.49100, -0.43392, 0.93247], [0.40164, -0.05176, 1.91765], [0.98340, 0.25786, 3.00585], [-0.02449, -1.20890, 2.31051], [-0.83657, 0.82371, 1.41921], [-1.68903, 0.11812, 0.88708], [-2.22287, -0.80501, 1.34462], [-1.15326, -0.25751, -0.17650], [-2.53359, 0.87450, 0.41339], [-1.26359, 1.27280, 2.78798], [-2.31630, 1.88406, 2.76047], [-1.52854, 0.40365, 3.46808], [-0.70901, 1.75951, 3.42406], [-0.00342, 1.97266, 0.90004], [-1.20023, 3.04294, 0.65073], [-1.31280, 4.12029, 1.45728], [-2.64589, 4.88994, 1.29434], [-3.23510, 5.03376, 0.00588], [-2.97750, 3.99705, -1.10649], [-2.01564, 2.96319, -0.48062], [-1.66142, 2.20274, -1.41764], [-3.45959, 3.96151, -1.88354], [-3.96822, 5.67913, -0.15485], [-2.72423, 5.78294, 1.79005], [-0.91287, 4.21064, 2.37812], [0.19139, 1.66355, -0.23169], [0.59863, 2.45759, 1.36427], [2.33019, -0.91553, 1.67365], [1.86415, 0.54040, 0.66639], [-0.05884, -2.32560, 0.46276], [1.38409, -3.07189, 0.59285], [0.45835, -2.71868, -2.12995], [-0.37745, -3.74045, -1.33703], [1.97950, -4.99621, -0.82195], [1.33747, -4.95860, -2.63042], [3.68979, -4.47615, -2.28089], [3.26684, -3.19782, -1.15440], [2.51966, -3.32518, -4.16401], [2.25087, -1.87904, -3.31743], [3.88686, -2.31833, -3.62206]],
  "mulliken_charge": [-1.16, -0.69, -0.37, -2.74, -1.03, -0.23, 0.15, 0.19, -0.91, -0.48, 0.34, 0.37, 0.17, -0.35, 0.36, 0.01, 0.33, -1.19, 0.30, 0.47, 0.60, -0.98, 0.47, -0.43, -0.99, -0.33, -1.18, -0.13, 0.08, 0.68, 0.51, 0.46, 0.52, 0.33, 1.12, 0.32, 0.35, 1.83, 0.24, 0.87, 0.73, 0.23, 0.35, 0.28, 0.61, 0.31, 0.21, 0.40]
}

***

Entry 3:
{
  "formula": "C4H7N3",
  "method": "ωB97M-V/def2-TZVPD",
  "smiles": "C/N=C(/C#N)NC",
  "lumo_energy_ev": 0.57,
  "relative_energy_ev": 1.040,
  "homo_energy_ev": -9.71,
  "species": ["C", "N", "C", "C", "N", "N", "C", "H", "H", "H", "H", "H", "H", "H"],
  "positions_angstrom": [[1.50095, 0.98551, 0.50030], [1.45823, -0.29222, -0.18518], [0.35808, -0.69118, -0.68773], [0.40863, -1.91680, -1.48854], [0.45222, -2.85556, -2.15851], [-0.91493, -0.14362, -0.59093], [-1.45040, 0.30485, 0.68970], [0.85397, 1.72915, 0.02409], [2.53028, 1.34858, 0.45584], [1.24882, 0.88184, 1.56377], [-1.59485, -0.62524, -1.15375], [-1.09968, 1.31441, 0.95185], [-1.20307, -0.39294, 1.49647], [-2.54826, 0.35322, 0.58262]],
  "mulliken_charge": [-0.86, -0.50, 0.70, 0.10, -0.40, -0.30, -0.84, 0.33, 0.31, 0.29, 0.30, 0.23, 0.29, 0.35]
}

***

Entry 4:
{
  "formula": "C25H57ClF12N3O5P2Zn",
  "method": "ωB97M-V/def2-TZVPD",
  "lumo_energy_ev": -3.67,
  "charge": 1,
  "homo_energy_ev": -7.61,
  "species": ["Zn", "C", "O", "H", "H", "H", "Cl", "O", "O", "O", "O", "C", "C", "C", "N", "C", "C", "C", "C", "C", "H", "H", "H", "H", "H", "H", "H", "H", "H", "H", "H", "H", "H", "H", "H", "H", "H", "H", "C", "C", "C", "N", "C", "C", "C", "C", "C", "H", "H", "H", "H", "H", "H", "H", "H", "H", "H", "H", "H", "H", "H", "H", "H", "H", "H", "C", "C", "C", "N", "C", "C", "C", "C", "C", "H", "H", "H", "H", "H", "H", "H", "H", "H", "H", "H", "H", "H", "H", "H", "H", "H", "H", "P", "F", "F", "F", "F", "F", "F", "P", "F", "F", "F", "F", "F", "F"],
  "positions_angstrom": [[-12.41096, -12.74972, 17.24081], [-15.98438, -18.37176, 16.27700], [-15.58830, -18.90390, 15.05917], [-15.30992, -18.69740, 17.10045], [-15.79375, -17.28127, 16.24083], [-17.01282, -18.53510, 16.63481], [-15.04508, -14.43285, 18.39321], [-16.11892, -13.84177, 17.66149], [-14.34730, -15.46663, 17.64428], [-14.09276, -13.35562, 18.67168], [-15.56277, -14.95606, 19.61455], [-11.67164, -18.61511, 15.57970], [-12.23003, -18.08667, 16.86428], [-12.08101, -19.16768, 17.93638], [-12.40376, -18.71774, 19.35834], [-11.85522, -19.86042, 20.20860], [-13.92033, -18.65665, 19.56106], [-14.15788, -17.93925, 20.90048], [-12.92690, -17.02717, 21.04469], [-11.94268, -17.41618, 19.97564], [-10.73676, -19.17307, 15.69471], [-11.40268, -17.83754, 14.86204], [-12.35537, -19.28287, 15.05221], [-13.30308, -17.90858, 16.77320], [-11.58404, -17.27223, 17.19692], [-11.05148, -19.50669, 17.83432], [-12.81313, -19.96394, 17.81059], [-10.80825, -20.05728, 19.98361], [-12.39155, -20.76144, 19.92229], [-11.93848, -19.49941, 21.23010], [-14.49255, -19.56865, 19.41863], [-14.11223, -17.98727, 18.71911], [-14.12014, -18.58423, 21.78111], [-15.04421, -17.32735, 21.04517], [-12.38789, -17.21679, 21.97473], [-13.23094, -15.98291, 21.00160], [-10.90366, -17.52452, 20.28161], [-11.92881, -16.78789, 19.08373], [-18.55271, -14.59952, 28.39523], [-17.41620, -15.27467, 27.56400], [-17.22019, -14.45716, 26.29279], [-15.94613, -14.84780, 25.53738], [-14.70640, -14.70195, 26.37862], [-15.90166, -14.03904, 24.19155], [-16.19252, -15.06673, 23.08576], [-15.60892, -16.36689, 23.60872], [-16.00647, -16.31247, 25.03809], [-18.28180, -13.59779, 28.74367], [-18.71027, -15.18833, 29.29525], [-19.46211, -14.33507, 27.85536], [-17.70823, -16.28692, 27.28069], [-16.49686, -15.34149, 28.14164], [-16.99171, -13.43639, 26.59923], [-18.06589, -14.56481, 25.61856], [-14.71704, -13.76961, 26.93788], [-13.85006, -14.70548, 25.70662], [-14.63260, -15.58099, 27.01018], [-14.85129, -13.77116, 24.09046], [-16.54963, -13.17076, 24.23367], [-15.78648, -14.90624, 22.08331], [-17.24865, -15.12288, 22.81019], [-14.52564, -16.38440, 23.46623], [-15.98171, -17.33799, 23.28112], [-15.59142, -17.01512, 25.75978], [-17.07527, -16.52110, 25.13603], [-18.02326, -15.29433, 14.68180], [-17.24553, -15.42270, 13.33468], [-15.81516, -15.78690, 13.71319], [-14.88913, -16.06790, 12.56208], [-15.51363, -17.20718, 11.71837], [-13.58850, -16.65766, 13.15490], [-12.42294, -15.68444, 12.94540], [-12.81937, -14.96642, 11.69943], [-14.35850, -14.89854, 11.67971], [-18.38002, -16.30627, 14.87792], [-18.90412, -14.65927, 14.59874], [-17.46362, -14.96251, 15.55568], [-17.30302, -14.52713, 12.71794], [-17.64755, -16.31563, 12.85845], [-15.84094, -16.57283, 14.47057], [-15.28613, -14.90753, 14.09924], [-15.97145, -17.90735, 12.41729], [-14.67125, -17.62443, 11.17772], [-16.29944, -16.77098, 11.10822], [-13.39033, -17.65793, 12.77258], [-13.76316, -16.88408, 14.20724], [-11.44309, -16.12579, 12.76652], [-12.30531, -14.99528, 13.78300], [-12.45277, -15.55390, 10.85980], [-12.47005, -13.93969, 11.79860], [-14.82921, -14.85605, 10.70071], [-14.79249, -14.07376, 12.24641], [-13.61879, -11.80177, 15.01710], [-13.87004, -11.20866, 16.52179], [-11.99566, -11.99815, 15.26800], [-13.76943, -13.25243, 15.77834], [-13.70970, -12.41337, 13.53090], [-15.23473, -11.67616, 14.94408], [-13.32289, -10.35084, 14.45369], [-11.41680, -10.25650, 18.91744], [-11.12291, -8.66191, 18.79293], [-10.99680, -10.24372, 20.46069], [-12.96876, -10.01700, 19.22444], [-11.55905, -11.92771, 18.87954], [-11.70465, -10.40049, 17.31727], [-9.83446, -10.45471, 18.52981]],
  "mulliken_charge": [1.17, 0.32, -0.83, -0.25, -0.24, 0.30, 1.40, -0.71, -0.26, -0.67, -0.66, -1.50, 0.97, -0.75, 0.16, -1.01, 0.12, -0.77, -0.63, -0.67, 0.47, 0.17, 0.37, -0.47, 0.14, 0.47, 0.30, 0.38, 0.38, 0.41, 0.61, -0.52, 0.39, 0.35, 0.49, 0.61, 0.43, -0.09, -1.39, -0.09, -1.08, 0.46, -1.03, -0.64, -0.23, -0.27, -1.10, 0.36, 0.37, 0.38, 0.34, 0.30, 0.48, 0.45, 0.32, 0.40, 0.43, 0.30, 0.34, 0.10, 0.39, 0.11, 0.46, 0.44, 0.48, -1.06, -0.57, 0.13, 0.72, -1.16, -0.05, -0.32, -0.82, -0.58, 0.36, 0.38, 0.09, 0.36, 0.39, -0.21, -0.05, 0.30, 0.50, 0.39, 0.31, -0.32, 0.53, -0.01, 0.38, 0.41, 0.31, 0.34, 1.56, -0.37, -0.41, -0.20, -0.25, -0.36, -0.33, 1.37, -0.35, -0.34, -0.31, -0.53, -0.37, -0.36]
}

***

Entry 5:
{
  "formula": "C25H26N4O4",
  "method": "ωB97M-V/def2-TZVPD",
  "smiles": "Cc1ccc2c(c1)c1c(c(=O)n(-c3ccccc3)c(=O)n1CC(=O)NC[C@H]1CCCO1)n2C",
  "lumo_energy_ev": 0.27,
  "relative_energy_ev": 0.000,
  "homo_energy_ev": -7.73,
  "species": ["C", "C", "C", "C", "C", "C", "C", "C", "C", "C", "O", "N", "C", "C", "C", "C", "C", "C", "C", "O", "N", "C", "C", "O", "N", "C", "C", "C", "C", "C", "O", "N", "C", "H", "H", "H", "H", "H", "H", "H", "H", "H", "H", "H", "H", "H", "H", "H", "H", "H", "H", "H", "H", "H", "H", "H", "H", "H", "H"],
  "positions_angstrom": [[5.06998, 1.11898, -1.97523], [3.62483, 0.73276, -2.07571], [3.21171, -0.13585, -3.09982], [1.89904, -0.51394, -3.24513], [0.96900, -0.01383, -2.33638], [1.36054, 0.86226, -1.28560], [2.70623, 1.23427, -1.17915], [0.16589, 1.13611, -0.56222], [-0.86360, 0.44999, -1.19320], [-2.21948, 0.48788, -0.72583], [-3.17981, -0.08219, -1.21214], [-2.35667, 1.29858, 0.40445], [-3.67565, 1.42415, 0.95375], [-4.30152, 2.66024, 0.95808], [-5.57601, 2.77518, 1.48311], [-6.22361, 1.66107, 1.98945], [-5.59371, 0.42848, 1.97700], [-4.31482, 0.30583, 1.46369], [-1.35369, 1.95770, 1.09537], [-1.58101, 2.56436, 2.12289], [-0.08098, 1.88156, 0.57052], [1.00020, 2.43527, 1.35826], [1.92841, 1.34012, 1.89723], [3.12925, 1.48401, 1.96871], [1.27327, 0.23283, 2.30520], [1.91766, -1.05574, 2.38023], [1.73600, -1.77048, 1.03052], [2.16169, -3.24195, 1.02656], [1.12719, -3.87727, 0.09926], [-0.11260, -3.05327, 0.43521], [0.35303, -1.73769, 0.66996], [-0.36933, -0.24498, -2.26883], [-1.12346, -1.07492, -3.16642], [5.31278, 1.86764, -2.72994], [5.71214, 0.25654, -2.14304], [5.28858, 1.53546, -0.99559], [3.95352, -0.51368, -3.78850], [1.59511, -1.18020, -4.03786], [3.04732, 1.89162, -0.39741], [-3.78823, 3.52235, 0.56072], [-6.06527, 3.73763, 1.49227], [-7.22042, 1.75386, 2.39441], [-6.09691, -0.44159, 2.37168], [-3.81490, -0.65061, 1.44932], [0.54126, 2.96860, 2.19760], [1.58535, 3.14219, 0.76604], [0.28012, 0.17804, 2.12929], [1.45841, -1.63534, 3.18498], [2.97706, -0.89980, 2.58798], [2.28332, -1.20135, 0.26538], [3.18322, -3.36776, 0.67792], [2.07642, -3.65869, 2.03148], [0.98377, -4.93987, 0.27826], [1.41012, -3.72142, -0.94241], [-0.84793, -3.00881, -0.37058], [-0.60172, -3.44265, 1.34000], [-2.16453, -1.07096, -2.85021], [-0.74199, -2.09868, -3.14817], [-1.05457, -0.69202, -4.18740]],
  "mulliken_charge": [-1.88, 0.37, -0.79, -1.09, -0.36, 1.16, 0.28, 0.53, -0.50, 1.15, -0.70, 0.26, -0.51, 0.05, -0.87, -0.39, -0.92, 0.05, 1.05, -0.64, -0.27, -0.93, 0.48, -0.66, -0.06, -1.52, 1.01, -0.70, -0.69, -0.57, -0.23, -0.01, -1.23, 0.35, 0.42, 0.34, 0.44, 0.50, 0.36, 0.41, 0.37, 0.39, 0.37, 0.40, 0.49, 0.38, 0.25, 0.44, 0.41, -0.30, 0.37, 0.34, 0.44, 0.27, 0.27, 0.34, 0.35, 0.36, 0.37]
}

***

| no. | E (a.u.) | gap between HOMO and LUMO (eV) |
| --- | --- | --- |
| 1 | -1703.1845 | 3.6 |
| 2 | -719.6247 | 9.3 |
| 3 | -320.8451 | 10.3 |
| 4 | -5647.5466 | 3.9 |
| 5 | -1488.3392 | 8.0 |